[1]
A structure of composition C39H39BrN9O2SV in a non-equilibrium geometry, computed with ωB97M-V/def2-TZVPD.

Geometry (Å):
V 0.077 1.188 -0.162
C -0.604 3.371 0.015
C 0.427 3.356 -0.960
C 0.015 2.523 -2.024
C -1.280 2.049 -1.734
C -1.678 2.585 -0.479
C -3.090 2.554 0.029
C -2.168 1.270 -2.655
C 0.758 2.247 -3.296
C 1.662 4.204 -0.956
C -0.643 4.255 1.231
H -3.151 2.846 1.077
H -3.542 1.566 -0.081
H -3.695 3.258 -0.554
H -1.585 0.681 -3.361
H -2.814 1.945 -3.228
H -2.811 0.589 -2.095
H 0.134 2.471 -4.164
H 1.044 1.195 -3.352
H 1.660 2.853 -3.357
H 2.551 3.577 -0.955
H 1.688 4.848 -0.081
H 1.685 4.832 -1.850
H -1.480 3.993 1.877
H -0.758 5.303 0.938
H 0.272 4.165 1.815
Br -6.063 -3.566 -7.269
C -5.285 -3.939 -5.563
C -5.151 -2.912 -4.640
C -4.596 -3.185 -3.415
C -4.200 -4.498 -3.067
C -4.356 -5.514 -4.034
C -4.884 -5.235 -5.271
N -3.878 -4.847 -1.805
N -3.389 -4.064 -0.924
C -2.476 -3.098 -1.132
C -1.527 -3.091 -2.177
C -0.461 -2.217 -2.215
C -0.335 -1.202 -1.256
O 0.557 -0.265 -1.226
C -1.315 -1.151 -0.232
N -1.165 -0.091 0.599
C -2.002 0.000 1.630
C -3.045 -0.897 1.837
C -3.248 -1.943 0.955
C -2.352 -2.097 -0.112
H -5.473 -1.912 -4.892
H -4.495 -2.401 -2.679
H -4.045 -6.517 -3.784
H -4.990 -6.013 -6.013
H -1.616 -3.849 -2.945
H 0.275 -2.296 -3.003
H -1.831 0.823 2.314
H -3.699 -0.760 2.686
H -4.064 -2.643 1.064
N 3.479 -1.116 3.840
N 2.618 -1.576 2.888
N 1.656 -2.430 3.142
C 1.139 -2.618 1.932
N 1.778 -1.902 1.010
N 2.714 -1.252 1.629
H 3.536 -0.101 3.797
H 3.148 -1.417 4.755
H 0.311 -3.265 1.727
N 1.801 0.743 9.524
C 1.685 0.860 8.382
C 1.527 0.985 6.998
C 0.958 -0.067 6.257
C 0.772 0.061 4.906
C 1.189 1.224 4.221
C 1.753 2.274 4.971
C 1.908 2.161 6.329
C 0.994 1.305 2.834
C 0.742 1.291 1.638
H 0.639 -0.964 6.769
H 0.293 -0.726 4.339
H 2.050 3.182 4.467
H 2.317 2.980 6.901
O 2.626 1.397 -0.656
S 3.174 0.044 -0.823
C 4.797 0.164 0.065
C 5.709 0.945 -0.855
C 5.579 0.276 -2.218
C 4.086 0.113 -2.470
H 5.149 -0.847 0.248
H 4.596 0.667 1.005
H 6.741 0.966 -0.500
H 5.341 1.970 -0.920
H 6.073 -0.698 -2.196
H 6.051 0.869 -3.003
H 3.845 -0.803 -3.003
H 3.658 0.963 -2.996

Summary:
2S+1: 4
Highest occupied orbital energy (alpha / beta) (eV): -2.437 / -3.498
Net charge: -1
E_LUMO (alpha / beta) (eV): 1.61 / 1.52
⟨S²⟩: 3.811

[2]
A structure of composition C23H40BaNO3P2 in a non-equilibrium geometry, computed with ωB97M-V/def2-TZVPD.

Geometry (Å):
Ba 0.550 1.156 -0.649
P 2.893 -0.936 -0.813
C 2.604 -0.655 -2.620
C 1.326 -1.215 -3.236
N 0.157 -0.717 -2.775
C -0.990 -1.105 -3.365
C -1.003 -2.012 -4.427
C 0.195 -2.537 -4.896
C 1.380 -2.145 -4.282
C -2.318 -0.564 -2.861
P -2.257 1.051 -1.980
H 2.354 -2.518 -4.598
H -1.961 -2.271 -4.872
H 0.210 -3.240 -5.724
H -3.015 -0.463 -3.707
H -2.763 -1.288 -2.156
H 2.578 0.486 -2.781
H 3.479 -1.060 -3.149
H 1.166 3.022 -2.735
O 1.840 2.240 -2.814
H 2.485 2.490 -3.494
H -0.386 3.495 -1.290
O -0.003 3.784 -2.164
H -0.133 4.747 -2.179
C -2.452 2.162 -3.418
H -3.459 2.047 -3.837
H -2.309 3.208 -3.114
H -1.711 1.924 -4.192
C -3.955 1.084 -1.301
H -4.023 1.917 -0.583
H -4.702 1.227 -2.096
H -4.155 0.145 -0.762
C 2.781 -2.755 -0.645
H 3.755 -3.227 -0.839
H 2.483 -2.978 0.393
H 2.023 -3.177 -1.317
C 4.704 -0.713 -0.706
H 4.943 -0.451 0.334
H 5.236 -1.636 -0.969
H 5.036 0.108 -1.353
C -1.644 3.543 2.809
C -0.671 2.493 2.281
C 0.707 3.109 2.002
C -0.547 1.290 3.214
C -0.467 1.437 4.588
C -0.323 0.329 5.425
C -0.301 -0.957 4.884
C -0.366 -1.163 3.516
C -0.393 -2.578 2.936
C 0.862 -3.365 3.312
C -1.645 -3.336 3.380
C -0.351 -0.022 2.646
O -0.102 -0.157 1.382
H -1.231 4.064 3.678
H -2.596 3.082 3.096
H -1.848 4.289 2.032
H -1.110 2.114 1.339
H 1.049 3.653 2.893
H 1.485 2.351 1.793
H 0.675 3.846 1.181
H -0.518 2.442 5.013
H -0.240 0.471 6.503
H -0.232 -1.825 5.544
H -0.424 -2.468 1.847
H 0.939 -3.476 4.400
H 0.828 -4.363 2.864
H 1.760 -2.853 2.952
H -2.547 -2.788 3.091
H -1.677 -4.322 2.908
H -1.656 -3.471 4.468

Summary:
Highest occupied orbital energy (eV): -8.771
Net charge: +1
E_LUMO (eV): -3.15

[3]
A cluster of 9 separate species, C30H69Cl12N3 in total in a non-equilibrium geometry, computed with ωB97M-V/def2-TZVPD.

Geometry (Å):
C -2.670 4.220 0.480
C -2.479 4.937 -0.799
N -1.125 5.607 -0.898
C -0.584 5.593 -2.261
C -1.448 6.010 -3.209
C -1.043 6.954 -0.228
C 0.425 7.573 -0.134
H -1.740 3.761 0.707
H -3.244 3.405 0.242
H -3.068 4.793 1.475
H -3.227 5.793 -0.812
H -2.747 4.085 -1.485
H -0.245 4.679 -2.578
H 0.454 5.994 -2.215
H -2.297 5.946 -3.343
H -1.013 5.765 -4.200
H -1.252 7.122 -3.333
H -1.490 6.731 0.795
H -1.658 7.734 -0.439
H 1.244 6.863 0.307
H 0.683 8.251 0.665
H 0.791 8.083 -1.001
C -2.310 -2.416 1.024
C -2.863 -3.739 1.830
N -2.076 -3.948 3.225
C -2.837 -4.527 4.207
C -3.597 -5.674 3.946
C -0.837 -4.648 2.787
C 0.046 -5.129 3.973
H -2.657 -2.264 0.078
H -1.204 -2.629 1.044
H -2.495 -1.457 1.514
H -2.730 -4.508 1.108
H -3.934 -3.497 1.779
H -3.525 -3.717 4.138
H -2.356 -4.246 5.088
H -4.094 -6.083 3.044
H -4.402 -5.670 4.651
H -2.995 -6.645 4.203
H -0.288 -4.028 2.154
H -1.212 -5.614 2.414
H 0.025 -6.148 4.335
H -0.312 -4.480 4.948
H 1.117 -5.144 3.711
C 1.620 -6.278 -3.813
C 1.641 -5.287 -2.707
N 2.918 -4.822 -2.342
C 3.578 -3.956 -3.254
C 2.885 -2.829 -3.630
C 2.870 -4.238 -1.047
C 2.923 -5.406 0.067
H 2.282 -7.052 -3.859
H 1.815 -5.774 -4.678
H 0.558 -6.416 -4.215
H 1.405 -5.785 -1.859
H 0.794 -4.536 -2.472
H 3.799 -4.464 -4.237
H 4.610 -3.874 -3.121
H 1.926 -2.719 -3.797
H 3.378 -2.591 -4.589
H 2.969 -2.157 -2.786
H 2.044 -3.449 -0.903
H 3.806 -3.739 -0.665
H 3.883 -6.211 -0.184
H 2.218 -6.110 0.083
H 2.884 -4.998 1.015
Cl -2.040 1.098 2.097
C -3.112 1.570 3.462
C -2.389 1.026 4.848
Cl -1.057 2.152 5.230
H -4.102 1.114 3.434
H -3.430 2.620 3.360
H -1.776 0.066 4.580
H -3.243 1.189 5.637
Cl 0.034 -1.178 6.109
C 1.388 -1.288 4.937
C 0.649 -1.076 3.640
Cl 1.841 -1.440 2.264
H 1.940 -2.322 5.044
H 1.956 -0.357 4.991
H 0.099 -0.086 3.519
H -0.093 -1.814 3.350
Cl 2.563 5.306 2.048
C 1.018 4.598 1.813
C 0.665 3.532 2.780
Cl 1.507 2.007 2.360
H 0.941 4.165 0.827
H 0.326 5.336 2.076
H -0.375 3.380 2.835
H 0.832 3.915 3.978
Cl -1.639 -1.219 -6.186
C -1.256 0.483 -6.285
C -0.552 0.929 -4.931
Cl -0.041 2.652 -4.960
H -2.110 1.101 -6.309
H -0.463 0.510 -7.173
H 0.280 0.292 -4.728
H -1.157 0.800 -4.014
Cl -1.943 1.058 -1.559
C -0.290 1.495 -0.967
C 0.417 0.195 -0.427
Cl 0.679 -0.899 -1.775
H -0.563 2.318 -0.233
H 0.178 1.797 -1.823
H -0.239 -0.227 0.192
H 1.265 0.365 0.090
Cl 4.764 2.125 -4.636
C 4.204 3.367 -3.547
C 3.258 2.670 -2.536
Cl 3.129 3.828 -1.101
H 3.684 3.940 -4.237
H 5.120 3.849 -2.969
H 3.389 1.726 -2.140
H 2.206 2.336 -2.908

Summary:
Highest occupied orbital energy (eV): -8.133
E_LUMO (eV): 0.37
SMILES: CCN(CC)CC.CCN(CC)CC.CCN(CC)CC.ClCCCl.ClCCCl.ClCCCl.ClCCCl.ClCCCl.ClCCCl

The evaluated relative energy (zero: lowest compared OMol25 entry of this formula, charge and spin) for the records listed, in turn: 0.260 0.000 0.000 eV.